C39H37Ge2MoN4O4 | the ωB97M-V functional and the def2-TZVPD basis

Structure (XYZ):
```
87
C39H37Ge2MoN4O4, DFT the ωB97M-V functional and the def2-TZVPD basis
Mo -1.0008 1.4964 0.1145
O -3.2475 3.4237 2.9285
C -2.3886 2.9050 2.2745
O -2.4242 2.6491 0.9813
C -1.0813 2.4576 2.9218
C -0.6255 2.7605 4.1921
C 0.6549 2.3470 4.5464
C 1.4611 1.6673 3.6330
C 0.9237 1.3838 2.3948
N -0.3189 1.7558 2.0877
C 1.6436 0.7352 1.2454
O 2.8311 0.7137 1.1564
O 0.8017 0.2226 0.2844
H -1.2568 3.3189 4.8704
H 1.0385 2.5755 5.5322
H 2.4731 1.3685 3.8715
C 0.7432 4.4695 0.8897
C 0.9076 4.0191 -0.5286
C 1.8324 4.6690 -1.3445
C 1.9342 4.3340 -2.6782
C 1.0478 3.4014 -3.1956
C 0.1466 2.7868 -2.3532
N 0.1281 3.0342 -1.0100
C -0.9231 1.8933 -2.8611
C -1.2312 1.6982 -4.1968
C -2.3094 0.8810 -4.5156
C -3.0571 0.2870 -3.5074
C -2.7012 0.5222 -2.1908
N -1.6531 1.3052 -1.9065
C -3.3851 -0.0552 -0.9998
C -4.6512 -0.5862 -1.0857
C -5.2283 -1.1419 0.0493
C -4.4980 -1.1602 1.2190
C -3.2276 -0.5861 1.2536
C -2.4538 -0.5741 2.5317
N -2.6865 -0.0246 0.1670
H 1.0287 5.5158 0.9706
H 1.3868 3.9054 1.5674
H -0.2939 4.3823 1.2016
H 2.4510 5.4454 -0.9160
H 2.6584 4.8198 -3.3184
H 1.0534 3.1687 -4.2503
H -0.6641 2.1775 -4.9804
H -2.5701 0.7131 -5.5521
H -3.8923 -0.3527 -3.7532
H -5.1947 -0.5641 -2.0195
H -6.2270 -1.5558 0.0116
H -4.9006 -1.5973 2.1225
H -2.7744 0.2634 3.1579
H -1.3854 -0.4927 2.3407
H -2.6374 -1.4872 3.0955
C 3.5956 -3.3125 -2.2265
Ge 2.8929 -1.5185 -1.9477
C 1.8710 -0.8929 -3.4946
C 4.2589 -0.1943 -1.5354
Ge 1.3480 -1.6817 -0.0595
C 2.0039 -2.1615 1.6972
C 1.1976 -2.1468 2.8356
C 1.7286 -2.4789 4.0738
C 3.0650 -2.8360 4.1833
C 3.8750 -2.8549 3.0589
C 3.3486 -2.5105 1.8214
C -0.3696 -2.5096 -0.4211
C -0.9277 -3.4461 0.4482
C -2.0950 -4.1164 0.1082
C -2.7061 -3.8748 -1.1142
C -2.1442 -2.9655 -1.9988
C -0.9831 -2.2900 -1.6555
H 4.2490 -3.3245 -3.0992
H 2.7843 -4.0217 -2.3920
H 4.1722 -3.6403 -1.3619
H 2.5767 -0.7077 -4.3068
H 1.3668 0.0482 -3.2626
H 1.1343 -1.6169 -3.8435
H 4.9823 -0.1597 -2.3518
H 4.7855 -0.4423 -0.6154
H 3.8137 0.7921 -1.4161
H 0.1468 -1.8883 2.7682
H 1.0948 -2.4715 4.9522
H 3.4762 -3.1044 5.1484
H 4.9178 -3.1320 3.1456
H 3.9968 -2.5063 0.9525
H -0.4458 -3.6762 1.3902
H -2.5149 -4.8459 0.7896
H -3.6042 -4.4151 -1.3874
H -2.6018 -2.8004 -2.9687
H -0.5468 -1.5906 -2.3636
```

The calculation puts the energy above the lowest of the compared OMol25 structures with the same formula, charge and spin at 11.12 kcal/mol. The calculation puts the total energy at -6250.0782 Eh. The charge is +2. Its spin multiplicity is 4. As for the expectation value of S²: 3.768. The value obtained for the gap between HOMO and LUMO (alpha / beta) is 7.6 / 7.5 eV. For the HOMO energy (alpha / beta), the calculation gives -0.5031 / -0.5167 Eh.

Here are the Mulliken charges for atoms 1 to 5, given in e:
1 Mo -1.13
2 O -0.62
3 C 0.26
4 O -0.62
5 C 0.33

C39H38BF2GeN4O2Re | the ωB97M-V functional and the def2-TZVPD basis

Structure (XYZ):
```
88
C39H38BF2GeN4O2Re, DFT the ωB97M-V functional and the def2-TZVPD basis
Re -0.8232 0.4278 0.4881
N -0.9553 -1.8008 0.7620
C -2.0879 -2.1653 1.6597
C -1.7910 -1.5756 3.0039
N -1.5381 -0.1274 2.8282
C -0.7039 0.4724 3.8990
C 0.0411 1.6767 3.3860
N 0.7407 1.3006 2.1464
H -1.1046 -2.2262 -0.1485
H -0.1194 -2.2400 1.1202
H -2.1929 -3.2482 1.7251
H -3.0041 -1.7585 1.2424
H -0.8950 -2.0262 3.4258
H -2.6118 -1.7723 3.6936
H -2.4465 0.3217 2.8412
H 0.0123 -0.2811 4.2248
H -1.3006 0.7530 4.7659
H 0.7279 2.0310 4.1543
H -0.6484 2.4889 3.1659
H 1.4377 0.5902 2.3559
H 1.2488 2.1038 1.7903
F 1.6262 0.7740 -4.3959
C 1.0622 1.4357 -3.3864
C 0.5865 0.7144 -2.3095
C -0.0128 1.3586 -1.2398
C -0.1774 2.7548 -1.3158
C 0.3437 3.4370 -2.4091
F 0.2214 4.7701 -2.4825
C 0.9795 2.8078 -3.4537
C -1.0275 3.3550 -0.2941
C -1.4653 4.6757 -0.2323
C -2.3853 5.0528 0.7251
C -2.8742 4.1062 1.6214
C -2.3954 2.8277 1.5254
N -1.4750 2.4503 0.6085
H 0.6774 -0.3559 -2.3588
H 1.3595 3.3672 -4.2972
H -1.0991 5.3950 -0.9447
H -2.7396 6.0769 0.7615
H -3.6128 4.3551 2.3712
H -2.7669 2.0660 2.1922
C 4.5944 1.8648 -2.5425
C 4.0007 2.3657 -1.3859
C 3.2077 1.5388 -0.6054
C 2.9996 0.2107 -0.9851
C 3.5988 -0.2892 -2.1393
C 4.4053 0.5400 -2.9116
Ge 1.9139 -0.9628 0.0612
C 1.4723 -2.6948 -0.6743
C 0.6487 -2.9000 -1.7908
C 0.4378 -4.1818 -2.2793
C 1.0343 -5.2732 -1.6547
C 1.8394 -5.0834 -0.5418
C 2.0587 -3.8001 -0.0498
C 2.6063 -1.1367 1.8604
C 3.8152 -0.4937 2.1493
C 4.4003 -0.6249 3.4050
C 3.7793 -1.3832 4.3879
C 2.5822 -2.0377 4.1114
C 2.0054 -1.9191 2.8549
H 5.2072 2.5140 -3.1569
H 4.1590 3.3992 -1.0987
H 2.7362 1.9355 0.2889
H 3.4416 -1.3186 -2.4421
H 4.8774 0.1526 -3.8063
H 0.1557 -2.0741 -2.2840
H -0.1886 -4.3290 -3.1513
H 0.8693 -6.2727 -2.0392
H 2.3023 -5.9325 -0.0539
H 2.7029 -3.6652 0.8119
H 4.3101 0.1003 1.3897
H 5.3453 -0.1373 3.6120
H 4.2313 -1.4769 5.3678
H 2.1105 -2.6506 4.8718
H 1.1000 -2.4771 2.6513
O -2.6332 0.6715 -2.1446
B -2.4113 0.0364 -0.9324
O -3.4384 -0.8830 -0.6836
C -4.3093 -0.7897 -1.7722
C -5.4773 -1.4762 -2.0011
C -6.1515 -1.1630 -3.1804
C -5.6560 -0.2111 -4.0689
C -4.4652 0.4667 -3.8194
C -3.8193 0.1487 -2.6488
H -5.8534 -2.2169 -1.3062
H -7.0800 -1.6705 -3.4090
H -6.2113 0.0092 -4.9715
H -4.0656 1.2020 -4.5082
```

The calculation puts the energy above the lowest of the compared OMol25 structures with the same formula, charge and spin at 8.82 kcal/mol. The calculation puts the total energy at -4257.8094 Eh. The charge is +2. Its spin multiplicity is 3. As for the expectation value of S²: 2.113. The value obtained for the gap between HOMO and LUMO (alpha / beta) is 6.7 / 6.4 eV. For the HOMO energy (alpha / beta), the calculation gives -0.4816 / -0.4816 Eh.

Here are the Mulliken charges for atoms 1 to 5, given in e:
1 Re 0.22
2 N -0.51
3 C -0.54
4 C -0.83
5 N -0.33